1.
Below is one molecule with the formula C4H4ClFOS in a non-equilibrium geometry, with properties calculated with wB97M-V/def2-TZVPD.

ORCA input file:
```
! RIJCOSX wB97M-V def2-TZVPD def2/J DEFGRID3
* xyz 0 1
C -0.59932 -0.62993 -0.96125
C -0.26666 -0.48943 0.48971
C 0.12781 0.66336 1.07068
C 0.59234 1.88688 0.34996
H 0.45377 -2.62433 -0.68598
H -1.60493 -1.02129 -1.02492
H -0.44856 0.32048 -1.56050
H 0.55795 1.93475 -0.73523
O 1.14160 2.72797 1.03631
F 0.26156 0.76868 2.38355
S 0.48063 -1.74309 -1.90933
Cl -0.69619 -1.79405 1.54699
*
```

The HOMO energy comes out at -9.687 eV. The frontier orbital gap is 9.23 eV. As for the SMILES: O=C/C(F)=C(/Cl)CS.



2.
Below is one molecule with the formula C4H4ClN in a non-equilibrium geometry, with properties calculated with wB97M-V/def2-TZVPD.

ORCA input file:
```
! RIJCOSX wB97M-V def2-TZVPD def2/J DEFGRID3
* xyz 0 1
C -0.69843 0.39645 -0.59375
C -0.65049 -1.06083 -0.91990
C 0.54481 -0.10750 -1.10963
C 1.69946 -0.32928 -0.27333
H -1.30739 1.12701 -1.26145
H -1.29651 -1.42441 -1.68568
H -0.52306 -1.65915 0.01365
H 0.92938 0.21058 -2.07576
N 2.56836 -0.33873 0.48320
Cl -1.24430 0.63082 1.11803
*
```

The HOMO energy comes out at -10.611 eV. The frontier orbital gap is 11.31 eV. As for the SMILES: N#C[C@H]1C[C@H]1Cl.



3.
Below is one molecule with the formula C4H4ClN in a non-equilibrium geometry, with properties calculated with wB97M-V/def2-TZVPD.

ORCA input file:
```
! RIJCOSX wB97M-V def2-TZVPD def2/J DEFGRID3
* xyz 0 1
C -0.13392 1.09062 -0.45367
C -1.54901 0.49305 -0.51004
C -0.23561 -0.21087 -1.14097
C 0.18573 -1.43983 -0.51338
H 0.27534 1.96850 -0.98692
H -2.28163 0.69629 -1.19371
H -1.90068 0.21728 0.44265
H -0.32425 -0.19155 -2.18112
N 0.53342 -2.36830 0.03649
Cl 0.64083 0.84058 1.13953
*
```

The HOMO energy comes out at -10.642 eV. The frontier orbital gap is 11.42 eV. As for the SMILES: N#C[C@H]1C[C@H]1Cl.



4.
Below is a 2-piece molecular cluster, C4H4ClN2O overall in a non-equilibrium geometry, with properties calculated with wB97M-V/def2-TZVPD.

ORCA input file:
```
! RIJCOSX wB97M-V def2-TZVPD def2/J DEFGRID3
* xyz -1 1
C 0.60771 0.02051 -0.08930
C -0.73531 0.04849 -0.07255
C 1.54106 -1.06895 0.02825
C -1.72110 -1.03191 0.11019
N 1.30114 -2.28664 -0.03614
N -1.58998 -2.26030 0.07320
O 1.81279 -3.38775 -0.04962
Cl 4.02299 0.62119 0.04200
H 1.13359 0.96149 -0.21594
H -1.19126 1.02166 -0.18972
H 2.61080 -0.68668 0.11964
H -2.73510 -0.60298 0.28725
*
```

The HOMO energy (spin up / spin down) comes out at -4.140 / -4.554 eV. The frontier orbital gap (spin up / spin down) is 6.74 / 7.78 eV.